# H14O7

7 unconnected molecules or ions with the total composition H14O7 at a distorted geometry (ωB97M-V with the def2-TZVPD basis set, the OMol25 dataset).

```
21
H14O7 | the OMol25 dataset | ωB97M-V with the def2-TZVPD basis set
O 0.63 0.80 1.61
H 1.14 0.41 2.34
H -0.23 0.30 1.70
O 3.29 -0.83 1.81
H 3.69 -0.57 2.62
H 3.57 -0.07 1.21
O 0.85 1.58 -1.21
H 0.18 1.49 -0.60
H 0.98 0.76 -1.70
O 2.59 -3.30 -0.96
H 3.37 -2.71 -0.93
H 1.85 -2.73 -0.80
O -3.41 0.39 0.45
H -4.24 0.90 0.63
H -3.56 0.14 -0.45
O -2.81 -1.90 -0.07
H -3.58 -2.33 -0.29
H -2.18 -2.64 0.03
O -0.57 3.45 -2.16
H -1.38 2.95 -1.82
H -0.18 3.90 -1.43
```

Properties
* largest force on an atom: 3.633 eV Å⁻¹
* total energy: -14558.31415 eV
* structure (SMILES): O.O.O.O.O.O.O
* charge: 0

Löwdin population analysis, charges in e, atoms 1 to 6: atom 1 (O): -0.083, atom 2 (H): 0.025, atom 3 (H): 0.063, atom 4 (O): -0.070, atom 5 (H): 0.012, atom 6 (H): 0.086



# CH29O17

15 unconnected molecules or ions with the total composition CH29O17 at a distorted geometry (ωB97M-V with the def2-TZVPD basis set, the OMol25 dataset).

```
47
CH29O17 | the OMol25 dataset | ωB97M-V with the def2-TZVPD basis set
C -0.35 -0.45 -0.37
O -1.27 0.15 -0.91
O 0.22 -0.03 0.75
O 0.21 -1.38 -0.96
H -0.25 0.65 1.09
O 3.12 0.11 2.72
H 2.32 0.63 2.78
H 3.43 0.09 1.86
O -3.09 1.52 -2.00
H -2.39 1.05 -1.53
H -3.39 2.21 -1.39
O 2.57 -1.78 0.04
H 1.62 -1.50 -0.13
H 2.47 -2.14 0.92
O -0.73 2.96 -1.63
H -0.05 2.28 -1.75
H -1.56 2.57 -1.92
O 1.32 -2.67 -2.97
H 1.66 -3.49 -2.60
H 0.86 -2.27 -2.19
O 0.85 -1.68 3.11
H 0.00 -2.10 2.90
H 0.81 -1.00 2.46
O 0.87 1.81 3.10
H 0.56 2.53 2.55
H 0.19 1.57 3.77
O -1.09 -2.79 2.01
H -1.50 -2.65 1.15
H -0.33 -3.31 1.88
O -2.35 -2.69 -0.56
H -2.23 -3.47 -1.06
H -1.61 -2.12 -0.62
O -0.51 -0.02 -3.45
H 0.44 -0.08 -3.54
H -0.68 0.08 -2.51
O -4.28 -0.84 -1.25
H -3.82 -0.12 -1.63
H -3.69 -1.54 -1.03
O -1.21 2.86 1.41
H -0.43 3.27 1.07
H -1.88 2.91 0.76
O 3.24 0.99 -0.04
H 4.17 1.17 -0.24
H 3.05 0.07 -0.07
O 1.30 2.94 0.30
H 1.75 2.13 0.05
H 1.66 3.57 -0.34
```

Properties
* largest force on an atom: 4.881 eV Å⁻¹
* total energy: -36319.27537 eV
* charge: -1

Löwdin population analysis, charges in e, atoms 1 to 6: atom 1 (C): -0.771, atom 2 (O): 0.016, atom 3 (O): 0.165, atom 4 (O): -0.018, atom 5 (H): 0.046, atom 6 (O): -0.035



# C30H35CeClN2O2

A molecular structure, C30H35CeClN2O2 at a distorted geometry (ωB97M-V with the def2-TZVPD basis set, the OMol25 dataset).

```
71
C30H35CeClN2O2 | the OMol25 dataset | ωB97M-V with the def2-TZVPD basis set
Ce -0.03 0.47 -0.12
Cl -0.84 2.44 1.11
N -2.00 0.19 -0.66
N 1.77 0.84 0.80
C -2.53 0.70 -1.70
C 2.66 1.63 0.33
C -3.12 -0.40 0.17
C -4.30 0.40 -0.39
C -2.97 -0.22 1.66
C -3.27 -1.87 -0.21
H -2.80 0.82 1.91
H -2.13 -0.80 2.02
H -3.87 -0.57 2.15
H -3.46 -1.99 -1.28
H -4.10 -2.31 0.33
H -2.36 -2.42 0.04
C 2.19 0.49 2.21
C 3.12 1.66 2.50
C 2.97 -0.82 2.16
C 1.05 0.43 3.20
H 0.45 1.33 3.16
H 1.46 0.31 4.20
H 0.41 -0.42 2.99
H 3.84 -0.73 1.51
H 2.34 -1.62 1.80
H 3.33 -1.07 3.16
O 3.59 2.07 1.18
H 3.99 1.39 3.10
H 2.60 2.51 2.94
O -3.87 0.77 -1.74
H -4.46 1.33 0.16
H -5.22 -0.17 -0.47
C -1.80 1.17 -2.89
C 2.79 2.04 -1.08
C 1.53 2.55 -1.73
H 3.12 1.16 -1.63
H 3.59 2.76 -1.14
C 0.33 1.84 -1.68
C -0.67 2.14 -2.61
H 0.58 -0.27 -1.35
C -0.58 3.29 -3.40
C 0.55 4.08 -3.30
C -1.66 3.70 -4.36
C 1.63 3.71 -2.52
H 0.61 4.98 -3.89
C 2.87 4.55 -2.56
H 2.70 5.45 -3.15
H 3.72 4.03 -3.02
H 3.19 4.87 -1.57
H -1.76 3.00 -5.19
H -1.44 4.67 -4.78
H -2.64 3.76 -3.88
H -2.51 1.59 -3.58
H -1.37 0.29 -3.37
C -0.49 -5.14 3.51
C -0.81 -3.81 3.73
C -0.59 -2.85 2.74
C -0.02 -3.17 1.48
C 0.24 -2.22 0.39
C 0.82 -2.78 -0.78
C 1.12 -4.12 -0.92
C 0.87 -5.00 0.10
C 0.30 -4.56 1.29
C 0.07 -5.51 2.30
H -0.66 -5.87 4.28
H -1.25 -3.52 4.67
H -0.88 -1.89 3.04
H 1.07 -2.19 -1.64
H 1.57 -4.48 -1.84
H 1.12 -6.05 -0.04
H 0.32 -6.55 2.15
```

Properties
* largest force on an atom: 8.192 eV Å⁻¹
* 2S+1: 2
* total energy: -64198.71492 eV
* charge: -1

Löwdin population analysis, charges in e, atoms 1 to 6: atom 1 (Ce): 0.440, atom 2 (Cl): 0.226, atom 3 (N): -0.097, atom 4 (N): -0.098, atom 5 (C): -0.365, atom 6 (C): -0.365



# C9H9N2O

A gas-phase ion, C9H9N2O (charge +1) at a distorted geometry (ωB97M-V with the def2-TZVPD basis set, the OMol25 dataset).

```
21
C9H9N2O | the OMol25 dataset | ωB97M-V with the def2-TZVPD basis set
C -2.98 1.20 -0.01
C -1.63 0.59 0.34
O -1.09 0.78 1.39
C -1.05 -0.44 -0.69
C -1.73 -1.62 -0.32
N -2.21 -2.62 -0.09
N 0.54 -0.40 -0.40
C 0.98 -1.09 0.74
C 2.30 -0.90 1.16
C 3.08 0.13 0.53
C 2.57 0.81 -0.56
C 1.29 0.45 -1.02
H -3.38 1.24 -1.02
H -3.74 0.62 0.60
H -3.14 2.27 0.40
H -1.07 -0.09 -1.74
H 0.31 -1.83 1.13
H 2.70 -1.52 2.03
H 4.04 0.30 0.79
H 3.20 1.19 -1.33
H 1.02 0.96 -1.93
```

Properties
* largest force on an atom: 4.425 eV Å⁻¹
* total energy: -14497.69696 eV
* structure (SMILES): CC(=O)[C@H](C#N)[n+]1ccccc1
* charge: +1

Löwdin population analysis, charges in e, atoms 1 to 6: atom 1 (C): 0.003, atom 2 (C): -0.397, atom 3 (O): 0.150, atom 4 (C): -0.087, atom 5 (C): -0.184, atom 6 (N): 0.261



What is the total energy in the second record?
-36319.27537 eV